(1)
Formula: C17H19FN2O5S
Source: OMol25
Level of theory: the ωB97M-V functional and the def2-TZVPD basis

XYZ file:
```
45
Properties=species:S:1:pos:R:3:forces:R:3:nbo_charge:R:1
H 4.0222 -1.6262 -0.8549 -0.45 -2.19 0.78 0.2452
H -3.1589 4.2723 2.8758 0.54 -2.43 0.31 0.2423
N 1.6928 -4.3846 -0.9139 1.18 0.73 -2.02 -0.7250
H 3.0635 -2.4341 0.6036 1.50 -0.63 -2.14 0.2274
H -2.1890 0.8471 3.6514 1.75 1.28 0.69 0.1849
C -0.7372 3.3047 -0.7976 0.28 2.37 -4.09 0.5140
H -0.8373 1.2813 4.9815 -1.18 0.91 -2.30 0.2162
H 4.6694 -3.3036 -0.0819 -2.14 1.54 -0.69 0.2535
C -2.4146 1.3021 0.6873 -3.47 -1.48 -0.37 0.5284
C 2.8011 -3.5149 -1.4703 2.73 1.22 -4.33 0.6959
H 0.5751 -3.8051 -2.7938 -0.27 -0.95 2.08 0.2246
C -0.1879 1.7245 -0.8025 -2.56 -2.24 2.01 -0.0570
O 3.1532 -3.3993 -2.7533 -2.66 -0.88 7.44 -0.5611
C 1.2103 1.2625 -1.5248 0.31 0.04 0.24 -0.5527
O -1.7711 2.9666 3.9125 -1.46 -1.44 -1.25 -0.5494
C -1.3919 3.7890 0.6630 -2.19 -3.51 1.94 0.0830
C -1.2981 1.5704 3.9226 0.36 -0.68 -0.25 -0.2856
H 0.2145 -1.0763 0.8380 -1.77 0.78 -1.52 0.2360
C -2.2136 2.7876 1.4286 1.73 1.82 -2.67 -0.0786
H -0.0571 -5.3334 -1.7785 0.96 2.46 -0.09 0.2090
H -3.7671 2.4051 3.0851 1.70 1.44 -0.22 0.2170
C 0.1389 5.3501 1.6131 -2.61 1.83 -3.18 0.2891
H 0.6456 -1.6197 -1.6657 -2.42 0.16 0.74 0.1966
H 1.6333 0.3162 -0.9337 -0.94 2.10 -1.31 0.2670
C -0.7027 -0.8665 0.1168 -0.86 0.03 -0.21 -0.4766
H -1.2249 -1.3929 -2.1506 1.72 -0.41 2.00 0.2520
O -3.5790 0.6464 0.6627 7.31 3.90 0.44 -0.5205
H -1.7918 -3.6460 -1.0683 2.22 0.66 0.22 0.2252
H -0.4302 -3.4006 0.2462 -0.52 -0.06 -2.15 0.2114
C 3.7156 -2.6478 -0.3722 -0.96 -0.59 0.11 -0.7305
C -1.0334 0.7291 -0.0622 1.72 2.45 -1.14 -0.0085
O -0.6857 4.0782 -1.8886 -0.09 -4.76 7.13 -0.4876
S 1.7351 6.0265 1.5575 -5.40 -2.53 0.60 0.0787
C 0.3986 -4.2330 -1.7147 -1.49 -0.91 -0.03 -0.2413
N -1.2057 5.1620 1.2705 7.81 -1.57 1.04 -0.4851
F 2.2705 0.5009 -3.8568 -3.89 0.80 2.36 -0.3525
C -0.4771 -1.6929 -1.2811 0.08 -1.22 0.26 -0.4147
C -2.8689 3.1335 2.9039 1.27 -0.03 -1.25 -0.1102
H 2.0077 2.1433 -1.4164 -1.76 -2.03 -0.56 0.2775
O -0.2147 0.6141 -3.5836 9.40 0.85 2.79 -0.5214
H -0.4481 1.4284 3.1078 -1.69 0.27 1.58 0.1798
H 2.0443 -5.3724 -1.0324 -0.48 1.40 0.12 0.3993
C 1.0177 0.7682 -3.0924 -5.95 -0.34 -1.99 0.8725
H -1.6413 -1.3538 0.6577 1.89 1.20 -1.19 0.2514
C -0.6816 -3.3067 -0.8956 0.73 0.65 0.07 -0.4196
```
Forces are in eV/Å.

Properties
largest force on an atom = 9.84 eV/A
orbital gap = 0.28781 Ha
structure (SMILES) = COCC1=C(N=C=S)C(=O)C(CC(=O)F)=C(CCCCNC(C)=O)C1=O
total energy = -44692.56846 eV
LUMO = -0.0678 Ha

=====

(2)
Formula: C31H84N2O11
Source: OMol25
Level of theory: the ωB97M-V functional and the def2-TZVPD basis

XYZ file:
```
128
Properties=species:S:1:pos:R:3:forces:R:3:lowdin_charge:R:1
C 4.6779 1.5780 -1.3514 -0.27 -0.93 -0.22 -0.4854
O -0.2914 -0.4944 -3.2271 0.56 -0.22 -0.09 -0.1246
H -4.2131 3.0803 -0.9164 0.45 0.04 0.17 0.0654
H -0.2909 -1.6828 -4.8393 0.59 -0.44 -0.40 0.1384
H 2.4601 1.6525 2.0850 -0.17 -0.06 0.10 0.0716
H 0.7416 -0.3118 4.2215 0.19 0.03 -0.05 0.1229
H 0.0855 -2.4530 2.2896 0.04 0.22 0.11 0.0453
H 5.8913 -4.4056 -0.5230 0.01 -0.15 -0.15 0.0854
O 2.0799 1.2368 4.6007 -0.30 0.03 -0.08 -0.0700
O -3.1265 -0.6049 2.5685 -0.18 -0.29 -0.01 -0.0780
H 2.5233 -4.5922 3.6989 -0.08 0.18 -0.03 0.0808
H 2.2284 -1.2492 -3.0744 -0.06 -0.03 0.07 0.0600
H -3.8776 -1.3541 -3.4976 -0.05 -0.12 0.17 0.0890
H 0.0453 -2.6934 -1.9672 0.09 0.31 -0.02 0.0595
H 1.7590 3.0197 3.9632 0.16 0.00 -0.19 0.0440
H -5.4093 0.9957 -4.6693 -0.01 -0.04 -0.08 0.0816
H -3.7586 -2.9420 3.9617 -0.28 -0.03 -0.05 0.0857
H 2.2068 -2.3904 -4.4262 0.21 0.13 0.00 0.0870
H -3.8432 3.7375 2.0340 0.42 0.08 0.19 0.1398
C -3.3963 -2.9871 2.9366 0.40 0.16 -0.61 -0.0478
N 0.9297 -0.6217 -0.0189 0.00 0.03 0.98 0.1955
H 0.4617 -3.7356 -3.3289 0.09 0.10 0.02 0.0847
H -7.1277 -0.1788 -2.0038 -0.03 -0.17 0.20 0.0833
H 0.4258 -4.0424 0.5094 -0.01 -0.07 -0.05 0.0692
H -3.7217 -3.8881 2.4118 -0.07 -0.15 0.33 0.0818
H -1.1436 -3.0890 -3.2319 -0.05 0.09 0.33 0.0796
H 1.9202 -6.0096 2.8883 0.06 -0.01 -0.20 0.0828
O -0.5686 -0.1117 1.6343 0.44 -0.48 0.31 0.0012
H 0.4135 4.1300 -3.7322 -0.09 -0.09 -0.21 0.1374
C 5.8252 -3.5046 -1.1265 0.47 1.23 -0.02 -0.0561
C 1.7772 -1.4605 -4.0443 -0.15 -0.52 -0.56 -0.0445
C 3.3590 -3.5463 -0.7819 0.09 -0.42 -0.29 -0.0569
H -1.2996 3.2549 1.5813 -0.12 0.21 0.07 0.0693
H 5.0555 -4.2989 -3.3802 -0.05 -0.09 -0.07 0.0849
C 2.1602 3.7955 2.2031 0.53 0.08 -0.25 -0.4975
H -2.1651 0.0902 -0.2691 0.05 0.06 0.10 0.0848
C -3.4028 3.7200 1.0322 -0.30 0.43 -0.55 -0.4674
H 3.5060 -4.5373 -0.3444 -0.04 0.07 0.14 0.0793
H 4.2893 2.4212 -0.7733 0.02 0.13 -0.07 0.1230
C -0.0075 -4.6654 1.2986 0.44 0.46 0.18 -0.0346
H 1.1787 -0.6380 -0.9913 -0.14 -0.06 -0.05 0.0715
H 2.3835 -3.5735 -1.2701 0.00 0.23 0.00 0.0618
H 3.9610 2.2507 -3.2751 -0.32 0.00 -0.02 0.0846
H 6.1276 2.5319 -2.2150 0.15 -0.01 0.03 0.0882
C 0.6838 -4.2945 2.6012 0.20 0.16 0.74 -0.4940
H -0.4993 2.3582 -5.0088 0.05 -0.16 -0.08 0.0974
H 2.1417 5.0269 0.4269 -0.11 -0.15 -0.09 0.0754
H 4.9952 0.4324 0.4750 -0.17 0.18 0.02 0.0890
H 2.7228 -4.7181 1.9476 -0.09 -0.03 -0.03 0.0626
H -0.3708 1.8746 3.6403 0.11 -0.35 -0.13 0.0585
H 2.7759 0.5741 4.5922 0.10 0.09 0.01 0.0974
H 2.0243 -0.6521 -4.7341 -0.01 0.05 0.05 0.0851
C -4.4910 3.1426 0.1444 -0.16 0.01 -0.72 -0.0623
H 0.5487 0.8447 7.0300 0.42 0.17 0.00 0.0791
C -5.2393 0.1990 -2.8847 0.14 -0.39 -0.86 -0.4794
O -5.8230 0.2611 -4.2068 0.03 0.14 0.23 -0.0620
H -6.3454 -1.6122 -2.6564 0.06 0.01 -0.05 0.0873
C 4.4745 -3.3349 -1.7975 -0.32 -0.40 0.34 -0.5002
H 2.8266 1.1786 -2.3686 -0.10 0.12 -0.21 0.0514
H 3.5352 -0.0298 -0.4199 -0.06 0.14 -0.01 0.0517
H -0.2814 2.1852 -1.5600 0.12 0.12 0.39 0.0683
H 4.2662 0.5243 -3.1859 -0.02 -0.08 0.08 0.0827
H -5.3441 3.8229 0.1318 -0.14 -0.20 0.33 0.0823
C -0.0979 -2.8419 -3.0357 -0.23 -0.75 -0.81 -0.0477
H -2.3301 1.8984 1.1169 0.29 -0.03 -0.02 0.0648
H -1.2595 0.9634 4.8624 0.00 -0.03 0.06 0.0896
O -3.1990 5.0700 0.5497 -0.13 -0.14 0.45 -0.0638
H -2.3038 -3.0106 3.0079 -0.01 -0.09 -0.10 0.0588
H -5.8632 -2.4163 2.1182 -0.14 0.07 0.13 0.0805
H -3.5960 -1.8939 1.0512 0.04 -0.39 0.02 0.1252
H 3.3737 -2.7993 0.0104 -0.02 0.05 -0.01 0.0764
O 0.8369 -2.8731 2.7252 0.04 -0.08 -0.31 -0.0659
C 2.0457 -4.9299 2.7781 0.21 -0.15 0.00 -0.0571
H 5.1551 -0.4916 -0.9656 -0.13 0.08 -0.31 0.0653
H -0.2316 2.3598 5.2921 -0.09 -0.15 0.18 0.0895
C -1.6463 3.7353 -3.3471 -0.45 0.46 0.03 -0.0495
C 1.9688 2.4455 1.5227 0.17 0.13 -0.39 -0.0503
C 1.5927 4.9293 1.3649 -0.33 -0.02 0.10 -0.0548
H -5.5685 -1.0101 3.2015 0.19 -0.25 0.20 0.0842
H -5.6242 -0.7931 1.4726 -0.02 -0.03 0.03 0.0609
O 1.5701 3.8398 3.4808 -0.31 0.18 0.16 -0.0478
H -1.8080 3.0897 -0.1234 0.28 -0.23 0.03 0.0601
O 6.0615 1.7588 -1.6445 -0.20 0.20 0.03 -0.0388
C -0.3210 1.4748 4.6530 0.12 0.65 -0.08 -0.0539
H 0.9146 2.2046 1.3735 -0.03 -0.04 0.20 0.0640
H -5.8023 -0.9817 -1.1079 0.12 0.23 0.05 0.0644
C 3.8656 1.3734 -2.6289 0.50 0.38 0.07 -0.0568
H 0.5351 4.7241 1.1738 0.05 0.07 -0.20 0.0624
C 0.3280 3.0078 -1.9473 -0.51 -0.53 -0.06 -0.0424
H 1.6440 5.9005 1.8582 0.11 -0.13 0.24 0.0789
H -4.7868 2.1336 0.4362 -0.08 0.10 0.24 0.0763
H -0.9750 -0.2654 -1.4927 -0.18 -0.16 -0.09 0.0515
C -3.8435 -0.3968 -2.9791 0.25 0.41 0.37 -0.0545
C -0.1919 3.2991 -3.3430 0.37 0.56 0.11 -0.4615
H 6.6636 -3.4152 -1.8259 -0.16 -0.50 -0.20 0.0822
N -1.2631 -0.2753 -0.5200 -0.22 0.12 -0.09 0.1924
C -3.8233 -1.7703 2.1180 0.08 0.65 0.75 -0.4956
C -5.3091 -1.4864 2.2578 -0.04 0.09 -0.67 -0.0578
H -2.8507 5.5847 1.2841 0.09 0.06 -0.09 0.0853
C 0.8719 0.0627 6.3411 -0.58 -0.34 -0.05 -0.0517
H 0.0720 0.3112 -3.6307 -0.30 0.11 -0.02 0.0486
H 1.8482 -0.3372 6.6127 0.06 0.13 0.09 0.0737
H 4.3701 -2.3367 -2.2382 0.18 0.03 -0.04 0.1112
H -3.4511 -0.5095 -1.9658 0.02 -0.34 -0.07 0.0555
H 6.0230 -2.6363 -0.4846 -0.29 -0.21 0.26 0.0735
H 0.1150 -4.6173 3.4846 -0.35 -0.12 -0.29 0.1314
H -3.1071 0.2237 -3.4983 -0.24 0.15 -0.13 0.0668
O 4.2767 -4.3233 -2.8150 0.07 0.18 0.02 -0.0525
H 3.2450 3.9749 2.2869 -0.02 -0.07 0.11 0.1348
O -0.0233 2.1572 -4.1969 0.19 0.09 0.15 -0.0641
C -2.1056 2.9497 0.9154 -0.63 -0.39 0.01 -0.0414
H -2.1754 -0.7596 2.4368 -0.10 0.47 -0.11 0.0360
H 0.2138 3.9002 -1.3326 -0.21 -0.09 0.09 0.0809
H -1.9226 4.1672 -4.3146 0.09 -0.07 -0.03 0.0808
C 0.2831 -1.6616 -3.9124 -0.69 1.22 1.52 -0.4251
C -6.1701 -0.6948 -2.0917 -0.38 0.20 -0.17 -0.0513
H 0.1473 -0.7444 6.4946 0.06 -0.02 -0.20 0.0807
H -1.8411 4.5162 -2.6066 0.17 -0.01 -0.01 0.0864
H -1.0702 -4.4338 1.3663 -0.08 -0.26 -0.15 0.0661
C -0.3188 -0.3126 0.4491 -0.13 0.09 -0.85 -0.6544
H -5.2183 1.2221 -2.4990 0.09 -0.09 0.33 0.1240
H 0.1903 -5.7037 1.0413 -0.34 -0.10 0.02 0.0836
C 0.8484 0.5480 4.8911 -0.23 -0.33 0.30 -0.4596
H 1.3739 2.7179 -1.8633 0.05 -0.01 -0.45 0.0577
C 4.5631 0.3126 -0.5223 0.66 -0.21 0.60 -0.0554
H 2.4325 2.4635 0.5306 0.00 0.06 0.01 0.0547
H -2.3710 2.9429 -3.1429 0.33 -0.28 0.09 0.0740
H 1.6095 -0.7565 0.7098 0.24 0.02 -0.21 0.0937
```
Forces are in eV/Å.

Properties
largest force on an atom = 2.07 eV/A
orbital gap = 0.35989 Ha
structure (SMILES) = NC(N)=O.CC(C)O.CC(C)O.CC(C)O.CC(C)O.CC(C)O.CC(C)O.CC(C)O.CC(C)O.CC(C)O.CC(C)O
total energy = -59013.60906 eV
LUMO = 0.0117 Ha

=====

(3)
Formula: C27H32BIrN7O3PS
Source: OMol25
Level of theory: the ωB97M-V functional and the def2-TZVPD basis

XYZ file:
```
73
Properties=species:S:1:pos:R:3:forces:R:3:lowdin_charge:R:1
H -2.5863 -0.3837 5.0470 0.09 0.03 -0.12 0.0800
N 1.2410 -1.4383 -2.9769 -0.10 0.12 -0.13 -0.1282
C 1.2654 -0.2113 2.8561 0.03 -0.22 0.00 -0.0998
C -3.9295 2.0432 3.7800 0.09 0.14 -0.01 -0.0458
H 1.6518 2.7796 -0.9530 0.03 0.00 -0.02 0.1238
H -0.7341 -3.6406 -0.4638 -0.12 0.01 0.06 0.0663
H 3.6035 3.9818 -5.1143 0.00 0.00 -0.01 0.0843
C -3.3168 -2.8227 3.5322 -0.04 -0.12 0.00 -0.0537
C 0.1867 -1.6548 -3.9692 -0.01 -0.03 0.06 -0.1363
N -2.4175 -1.5546 1.9928 0.67 -0.25 0.24 -0.1248
H 2.9111 -2.2606 3.3036 0.02 0.00 -0.03 0.1088
C 1.2961 2.9586 -1.9592 -0.02 -0.01 0.07 -0.0425
S -1.1180 1.9962 -1.1143 -0.12 -0.17 -0.31 0.5737
C 0.8049 -0.5538 -1.9134 0.01 -0.07 0.04 -0.2528
C -2.8458 -3.6838 2.5532 -0.01 -0.03 -0.03 -0.0196
H -0.0442 3.6112 -5.5262 0.00 -0.03 -0.01 0.1235
H 3.1492 3.7383 -2.6854 0.00 -0.03 0.01 0.1247
C -3.5393 3.1026 2.9698 0.00 0.00 0.04 -0.0177
N 0.6173 -3.4693 -1.9471 -0.13 0.25 -0.11 -0.0792
C 4.1917 1.0672 4.7746 0.00 0.00 0.01 -0.0783
C -2.6716 2.5390 2.0645 -0.05 -0.06 -0.05 -0.1116
C 2.5087 -0.1733 3.5776 -0.09 -0.04 -0.06 -0.2635
C 3.2832 -1.3277 3.7063 0.02 0.02 0.03 -0.0456
C 4.5058 -1.2774 4.3553 0.00 -0.01 0.00 -0.0816
H 2.5379 5.3761 -5.2557 0.00 0.00 0.00 0.0956
O -2.2199 2.8863 -0.9833 -0.04 -0.05 0.15 -0.2285
C 2.1251 3.4896 -2.9335 0.00 0.03 0.00 -0.0121
H -0.2091 -0.6897 -4.2856 0.01 0.00 -0.01 0.1412
N -3.3233 0.9353 3.3742 -0.29 -0.05 -0.19 -0.0621
H 0.6890 0.4312 -2.3540 0.02 0.03 0.03 0.0703
H 5.1034 -2.1749 4.4464 -0.01 -0.01 0.02 0.1042
H -4.5791 2.0201 4.6385 -0.05 -0.06 -0.04 0.1378
H -1.1746 -4.3682 -2.5832 0.01 0.00 0.02 0.1415
O -1.6194 0.6459 -1.6667 -0.06 0.20 -0.06 -0.4938
C -0.5139 2.8867 -3.5742 0.01 0.03 0.10 -0.0404
H 2.3557 1.9124 4.0468 0.01 0.00 -0.03 0.1146
H -1.5489 2.6635 -3.8000 0.00 0.02 -0.05 0.1268
H 2.1784 -3.2620 -3.3190 -0.01 -0.04 0.02 0.1418
H 2.2650 3.9663 -6.2740 0.02 0.00 -0.01 0.0831
H 0.1073 -4.2610 -3.8130 0.01 -0.02 0.01 0.1415
C 2.5710 4.2850 -5.2791 -0.05 0.04 0.05 -0.0343
H -2.1452 3.0110 1.2605 0.06 -0.02 -0.05 0.0806
C -0.0136 2.6526 -2.2963 0.05 0.00 -0.03 -0.3153
H -2.3136 -1.0109 -3.0105 0.01 0.02 0.02 0.1015
C -1.7647 -1.8036 -2.5049 -0.17 -0.10 0.11 -0.2389
P -0.8284 -0.9864 -1.0904 1.27 -0.08 0.50 0.9742
C -0.3808 -3.7428 -2.9891 -0.08 0.03 -0.02 -0.1305
C 0.0869 -3.0078 -0.7674 0.25 -0.35 0.26 -0.1489
H 5.9189 -0.0428 5.3954 0.01 0.00 -0.01 0.1045
H -3.8449 4.1311 3.0313 -0.01 0.00 0.01 0.1088
C 2.9673 1.0235 4.1273 0.03 0.03 0.02 -0.0382
H 2.4883 -2.5494 -1.7191 -0.02 0.00 0.01 0.1436
O -0.3233 1.6403 0.0834 -0.31 -0.12 0.49 -0.4276
B -3.3852 -0.3909 4.1408 0.30 -0.04 0.63 -0.4031
N -2.5720 1.2062 2.2891 1.21 0.46 0.11 -0.0980
H 1.5728 -0.4832 -1.1408 -0.03 -0.02 0.04 0.1149
H -1.8178 -3.0769 0.7039 0.10 -0.02 -0.27 0.0412
C 0.3314 3.4162 -4.5297 0.02 -0.01 0.01 -0.0147
Ir -1.3446 -0.0369 1.1727 -2.62 0.20 -0.84 1.2189
H 0.8155 -2.8213 0.0211 -0.04 0.17 -0.02 0.1087
C 4.9651 -0.0796 4.8862 -0.01 -0.01 0.01 -0.0843
H -3.8339 -3.0339 4.4528 -0.04 0.07 0.00 0.1399
C 0.2413 -0.2770 2.2180 0.30 0.06 -0.23 -0.2115
C 1.6622 3.7153 -4.2271 0.00 -0.02 -0.06 -0.2462
H 4.5450 1.9998 5.1944 -0.02 0.00 0.01 0.1055
H -2.4922 -2.5053 -2.0931 0.00 -0.01 -0.02 0.1059
N -0.9168 -2.4832 -3.4653 0.10 0.06 0.02 -0.1270
C 1.7387 -2.7025 -2.4941 0.14 -0.02 0.01 -0.1356
N -3.0428 -1.5704 3.1943 -0.08 0.09 -0.22 -0.0398
H 0.6250 -2.1588 -4.8311 -0.03 0.00 -0.02 0.1382
H -2.9145 -4.7560 2.5193 -0.01 0.00 0.02 0.1076
C -2.2838 -2.8424 1.6247 -0.23 0.04 -0.03 -0.1460
H -4.4982 -0.5425 4.5694 -0.03 -0.02 -0.12 0.0803
```
Forces are in eV/Å.

Properties
largest force on an atom = 2.76 eV/A
orbital gap (spin up / spin down) = 0.24248 / 0.18739 Ha
total energy = -68722.26081 eV
LUMO (spin up / spin down) = -0.1323 / -0.1872 Ha
net charge = +1
multiplicity = 2
expectation value of S² = 0.76